# 1
H54O27 | ωB97M-V/def2-TZVPD

```
81
H54O27 | the OMol25 dataset | ωB97M-V/def2-TZVPD
O -2.146 -1.491 2.186
H -1.336 -1.258 1.732
H -2.272 -2.420 1.992
O 5.683 -1.328 1.383
H 4.790 -0.985 1.405
H 5.875 -1.438 0.452
O 3.028 -0.052 2.176
H 2.946 -0.950 2.496
H 2.139 0.301 2.223
O -2.107 0.615 -0.745
H -2.803 0.379 -1.358
H -2.567 0.978 0.013
O -2.886 2.487 -3.724
H -3.375 1.664 -3.719
H -3.526 3.148 -3.459
O -5.408 -0.588 -0.472
H -5.580 -1.460 -0.115
H -5.855 -0.583 -1.318
O 0.291 -0.463 0.148
H 0.821 -0.340 -0.640
H -0.538 -0.027 -0.051
O -4.309 2.854 2.907
H -4.313 2.074 2.353
H -5.135 3.295 2.708
O 2.680 2.826 1.388
H 2.186 2.186 1.900
H 2.502 2.593 0.476
O 1.879 2.438 -1.217
H 1.348 1.911 -1.813
H 2.395 3.004 -1.791
O -0.800 0.922 -5.454
H -0.718 1.249 -4.557
H -1.507 0.279 -5.411
O 2.673 -5.763 -1.013
H 1.910 -6.207 -1.382
H 2.413 -4.843 -0.960
O 0.470 -4.484 2.999
H 0.969 -3.968 2.365
H 0.538 -3.991 3.817
O -2.287 4.528 2.186
H -3.065 4.114 2.560
H -2.276 4.238 1.274
O 2.225 -3.009 -1.291
H 1.624 -2.818 -2.011
H 3.069 -2.665 -1.586
O 4.665 -1.907 -1.552
H 5.276 -1.784 -2.279
H 4.317 -1.032 -1.379
O 1.570 -2.350 1.308
H 2.119 -2.486 0.536
H 0.914 -1.712 1.026
O 0.239 -2.493 4.967
H 0.408 -1.557 4.866
H -0.695 -2.548 5.168
O 4.327 1.782 3.625
H 4.842 1.316 4.284
H 3.636 1.166 3.381
O 1.717 -0.016 -2.742
H 1.624 -0.963 -2.642
H 2.324 0.090 -3.475
O -3.933 0.548 1.734
H -4.539 0.089 1.152
H -3.435 -0.150 2.160
O -2.560 3.412 -0.486
H -2.511 4.227 -0.986
H -1.871 2.860 -0.857
O 1.732 -2.559 -3.901
H 2.464 -3.091 -4.212
H 1.186 -2.426 -4.676
O -3.642 -0.224 -3.281
H -4.076 -1.036 -3.019
H -3.221 -0.434 -4.114
O -5.096 3.417 -0.086
H -5.397 3.285 -0.985
H -4.141 3.400 -0.148
O 3.776 0.461 -0.516
H 3.300 0.939 -1.195
H 3.518 0.886 0.302
O 0.834 1.403 2.797
H -0.067 1.456 2.479
H 0.753 1.084 3.696
```

Gap between HOMO and LUMO = 8.588 eV
Multiplicity = 1
Total energy = -2063.8633 hartree
ΔE to the lowest compared entry with this formula, charge and spin = 4.132 eV
LUMO = -1.2657 eV
E_HOMO = -9.9 eV

# 2
H58O29 | ωB97M-V/def2-TZVPD

```
87
H58O29 | the OMol25 dataset | ωB97M-V/def2-TZVPD
O 2.521 -0.908 2.259
H 1.974 -1.622 2.586
H 2.714 -0.380 3.034
O 1.292 -0.776 -4.583
H 1.176 -1.652 -4.951
H 2.238 -0.630 -4.604
O -4.033 0.486 -2.362
H -4.043 -0.446 -2.583
H -4.761 0.858 -2.859
O -3.725 3.535 1.546
H -2.836 3.327 1.257
H -3.807 3.105 2.397
O -2.580 -0.320 2.543
H -2.578 0.605 2.790
H -2.978 -0.335 1.673
O -5.822 0.828 0.594
H -6.188 1.109 -0.245
H -4.880 0.763 0.436
O 4.831 -1.755 0.994
H 4.987 -2.591 1.434
H 3.999 -1.446 1.354
O -1.508 3.268 0.129
H -1.499 2.769 -0.688
H -0.625 3.162 0.485
O 3.696 -2.386 -1.358
H 2.857 -2.844 -1.310
H 3.991 -2.332 -0.449
O -1.569 -0.323 -4.194
H -0.701 -0.725 -4.212
H -1.516 0.393 -4.827
O 2.538 1.456 0.190
H 2.262 1.055 -0.634
H 2.489 0.747 0.831
O 0.719 -3.120 -0.736
H 1.034 -4.022 -0.678
H 0.506 -2.882 0.166
O 0.801 3.956 0.979
H 1.440 3.310 0.676
H 1.284 4.782 0.995
O 4.353 2.204 -2.831
H 4.072 1.315 -3.048
H 5.166 2.085 -2.341
O -3.109 0.469 0.183
H -2.157 0.570 0.180
H -3.352 0.457 -0.743
O -3.564 -1.184 4.840
H -3.087 -0.978 4.036
H -4.321 -1.691 4.547
O -0.736 4.677 3.029
H -0.635 3.872 3.536
H -0.291 4.497 2.201
O 1.067 -0.521 -1.706
H 1.716 -0.606 -2.404
H 0.868 -1.423 -1.452
O 2.805 -4.919 1.214
H 2.495 -5.741 0.833
H 2.033 -4.545 1.637
O 1.396 -2.997 3.562
H 0.865 -2.454 4.144
H 2.044 -3.404 4.139
O -2.656 -3.769 3.149
H -2.066 -4.130 3.811
H -3.446 -4.305 3.214
O -1.733 2.449 -2.666
H -0.957 1.915 -2.835
H -2.445 1.815 -2.579
O -1.796 5.968 -0.139
H -0.899 6.205 -0.372
H -1.776 5.015 -0.047
O 3.802 -0.794 -3.713
H 4.494 -1.106 -4.296
H 3.876 -1.347 -2.935
O -0.386 0.455 0.523
H -0.163 -0.367 0.961
H 0.117 0.437 -0.291
O -2.729 -4.650 0.361
H -3.283 -3.904 0.132
H -2.168 -4.325 1.065
O 4.485 3.232 0.683
H 4.378 3.429 1.613
H 3.815 2.574 0.498
O -0.508 -2.506 1.582
H -0.027 -2.683 2.390
H -1.396 -2.298 1.872
O 0.723 1.999 -4.340
H 1.231 1.207 -4.168
H 0.188 1.780 -5.103
```

Gap between HOMO and LUMO = 8.139 eV
Multiplicity = 1
Total energy = -2216.7647 hartree
ΔE to the lowest compared entry with this formula, charge and spin = 4.114 eV
LUMO = -1.2485 eV
E_HOMO = -9.4 eV

# 3
H5N2OP | ωB97M-V/def2-TZVPD

```
9
H5N2OP | the OMol25 dataset | ωB97M-V/def2-TZVPD
N 0.062 -1.293 -0.307
P -0.902 -0.021 0.254
N 0.250 1.201 -0.074
O -2.185 0.013 -0.391
H 0.996 -1.089 0.074
H -0.271 -2.248 -0.164
H -0.933 0.046 1.595
H 0.635 0.668 -0.874
H -0.004 2.161 -0.044
```

Gap between HOMO and LUMO = 11.332 eV
Multiplicity = 1
Total energy = -529.1450 hartree
ΔE to the lowest compared entry with this formula, charge and spin = 0.420 eV
LUMO = 0.9818 eV
E_HOMO = -10.3 eV